No. 1
{"formula": "C33H22AuF9N3O2P2S2", "method": "wB97M-V/def2-TZVPD", "charge": -1, "e_homo_ev": -3.85, "multiplicity": 1, "e_lumo_ev": 2.111, "symbols": ["Au", "S", "P", "C", "P", "S", "C", "C", "C", "C", "C", "C", "C", "C", "C", "C", "C", "C", "C", "C", "C", "C", "C", "C", "C", "C", "C", "C", "C", "C", "H", "H", "H", "H", "H", "H", "H", "H", "H", "H", "H", "H", "H", "H", "H", "H", "H", "H", "H", "H", "N", "C", "O", "C", "C", "N", "C", "N", "H", "H", "F", "C", "F", "F", "C", "O", "C", "F", "F", "F", "C", "F", "F", "F"], "xyz": [[-1.814, -0.930, -0.705], [-0.999, -0.521, 2.538], [0.446, -0.340, 1.157], [-0.066, 0.191, -0.409], [0.670, -0.133, -1.949], [-0.687, -0.070, -3.422], [1.902, 1.176, -2.317], [3.026, 0.983, -3.114], [3.881, 2.039, -3.397], [3.616, 3.304, -2.890], [2.492, 3.505, -2.100], [1.642, 2.449, -1.816], [1.657, -1.672, -2.129], [2.908, -1.821, -1.533], [3.595, -3.021, -1.607], [3.032, -4.099, -2.278], [1.788, -3.963, -2.873], [1.105, -2.757, -2.799], [1.636, 0.928, 1.771], [1.338, 1.733, 2.863], [2.179, 2.777, 3.223], [3.332, 3.032, 2.495], [3.637, 2.238, 1.398], [2.792, 1.201, 1.042], [1.407, -1.901, 1.273], [2.591, -2.004, 1.993], [3.210, -3.236, 2.162], [2.648, -4.379, 1.618], [1.459, -4.285, 0.903], [0.844, -3.059, 0.738], [3.236, 0.002, -3.522], [4.753, 1.875, -4.019], [4.282, 4.129, -3.110], [2.280, 4.489, -1.699], [0.772, 2.585, -1.184], [3.364, -0.990, -1.010], [4.562, -3.118, -1.130], [3.562, -5.042, -2.331], [1.345, -4.798, -3.403], [0.137, -2.632, -3.269], [0.434, 1.528, 3.423], [1.930, 3.395, 4.078], [3.986, 3.848, 2.776], [4.524, 2.435, 0.808], [3.030, 0.610, 0.168], [3.036, -1.120, 2.431], [4.131, -3.300, 2.729], [3.129, -5.340, 1.751], [1.014, -5.173, 0.471], [-0.086, -2.983, 0.183], [-3.948, -2.934, 2.013], [-3.969, -1.946, 1.092], [-3.624, -2.150, -0.074], [-4.478, -0.640, 1.582], [-4.763, -0.505, 2.970], [-5.015, -0.489, 4.092], [-4.500, 0.455, 0.799], [-4.948, 1.770, 0.936], [-3.389, -3.730, 1.746], [-3.948, -2.696, 2.992], [-3.804, 4.066, -0.912], [-3.512, 2.755, -0.979], [-2.476, 2.512, -0.204], [-3.226, 2.448, -2.232], [-4.729, 1.916, -0.506], [-4.404, 0.524, -0.560], [-4.685, 2.713, 1.981], [-3.413, 2.770, 2.345], [-5.064, 3.916, 1.549], [-5.404, 2.393, 3.052], [-6.043, 2.208, -1.255], [-6.505, 3.414, -0.916], [-6.962, 1.304, -0.919], [-5.877, 2.167, -2.572]], "forces_ev_per_a": [[0.0686, 0.0326, 0.3678], [0.0402, 0.0092, -0.0962], [-0.0351, 0.6305, 0.2838], [-0.0621, -1.1864, -0.2773], [-0.2984, 0.6123, -0.1685], [0.2523, 0.0451, -0.1083], [0.0492, -0.0427, 0.0641], [-0.0055, -0.0093, -0.0343], [0.0030, 0.0167, 0.0057], [0.0147, -0.0020, -0.0121], [0.0057, 0.0531, -0.0103], [-0.0101, -0.0286, 0.0653], [-0.0334, -0.0546, 0.1554], [0.0158, 0.0561, -0.0338], [0.0044, -0.0516, -0.0170], [0.0289, 0.0134, 0.0161], [0.0021, -0.0465, -0.0125], [-0.0441, 0.0277, -0.0033], [0.0043, 0.0132, -0.1778], [-0.0296, -0.0693, 0.0625], [0.0282, 0.0314, 0.0139], [0.0127, -0.0073, -0.0019], [0.0365, 0.0341, 0.0346], [-0.0006, -0.0488, -0.0210], [-0.1157, -0.0516, 0.1354], [0.0352, 0.0626, -0.0569], [0.0324, -0.0485, 0.0006], [0.0028, 0.0007, 0.0049], [0.0099, -0.0349, -0.0019], [-0.0140, 0.0372, -0.0697], [-0.0093, -0.0094, -0.0179], [0.0118, -0.0015, -0.0036], [0.0112, 0.0069, 0.0001], [0.0013, 0.0064, 0.0094], [0.0014, 0.0073, 0.0029], [-0.0041, -0.0042, 0.0098], [0.0066, -0.0041, 0.0083], [0.0102, -0.0113, -0.0042], [-0.0034, -0.0060, 0.0049], [0.0028, -0.0072, 0.0040], [0.0024, -0.0031, 0.0024], [-0.0046, 0.0118, 0.0123], [0.0032, 0.0095, 0.0012], [0.0083, 0.0028, -0.0107], [-0.0022, -0.0002, -0.0077], [-0.0106, 0.0009, 0.0229], [0.0140, 0.0014, -0.0013], [0.0113, -0.0109, -0.0059], [0.0021, -0.0073, -0.0136], [0.0079, -0.0030, 0.0100], [0.1081, -0.0140, -0.1438], [0.1458, -0.0836, 0.0218], [-0.3110, 0.1195, -0.0232], [0.6092, 0.2690, 0.0439], [-0.0871, 0.0277, 0.1206], [0.0101, -0.0051, -0.0320], [-1.0683, -0.4442, -0.3999], [0.4965, 0.1435, 0.0108], [-0.0208, 0.0022, 0.0184], [-0.0233, 0.0220, -0.0084], [-0.0256, -0.0146, -0.0396], [-0.0637, 0.0588, -0.0207], [0.0525, -0.0204, 0.0433], [0.0180, -0.0371, -0.0204], [0.1654, -0.0103, 0.1499], [0.1021, 0.0889, 0.1094], [-0.0962, -0.0326, 0.0626], [-0.0011, -0.0410, 0.0005], [0.0123, 0.0092, -0.0261], [-0.0286, 0.0074, 0.0081], [-0.0880, 0.0049, -0.0293], [0.0154, 0.0168, 0.0063], [-0.0042, -0.0374, 0.0292], [0.0239, -0.0024, -0.0122]]}

***

No. 2
{"formula": "C7H11NO", "method": "wB97M-V/def2-TZVPD", "charge": 0, "e_homo_ev": -8.72, "multiplicity": 1, "smiles": "C[C@@]12O[C@H]3C[C@@H]1[C@@H]2[C@@H]3N", "e_lumo_ev": 0.789, "symbols": ["C", "C", "O", "C", "C", "C", "C", "C", "N", "H", "H", "H", "H", "H", "H", "H", "H", "H", "H", "H"], "xyz": [[-0.243, 0.298, -2.696], [0.031, 0.073, -1.178], [-0.866, -0.967, -0.666], [-0.545, -0.818, 0.712], [0.945, -1.142, 0.678], [1.321, -0.126, -0.373], [0.353, 1.029, -0.093], [-0.662, 0.715, 1.067], [-0.219, 0.794, 2.401], [-1.462, 0.313, -2.578], [0.233, 1.312, -3.131], [-0.047, -0.583, -3.276], [-1.051, -1.714, 1.226], [1.414, -2.169, 0.545], [1.220, -0.657, 1.614], [2.291, -0.145, -0.766], [0.824, 1.991, -0.270], [-1.752, 1.072, 0.864], [-1.155, 0.978, 3.065], [0.747, 1.600, 2.539]], "forces_ev_per_a": [[-2.3125, 2.2040, 1.9551], [0.6144, -1.5793, -1.8338], [-0.2224, 2.2289, -0.5867], [-1.0340, -4.1346, -0.4497], [1.2359, 0.8047, 0.9523], [-2.4421, -0.7816, 0.4537], [-0.0054, 1.1922, 0.4871], [-0.2201, -2.0790, -2.4311], [0.9259, 4.1434, 4.0177], [2.8611, 0.5572, -1.0598], [-1.2839, -2.5174, 1.0041], [0.5061, -0.2300, -0.2973], [0.0249, 2.0551, -0.1452], [-1.3425, 1.0960, 0.2216], [0.9900, -0.8710, 0.4377], [1.1525, 0.8323, -0.5142], [-0.8047, 0.3151, -0.1630], [2.0157, -0.3349, 0.1363], [3.9005, -0.0266, -1.9801], [-4.5593, -2.8744, -0.2047]]}

***

No. 3
{"formula": "C20H15I2N3O5Re", "method": "wB97M-V/def2-TZVPD", "charge": 2, "e_homo_ev": [-13.31, -13.40], "s2": 3.77, "multiplicity": 4, "e_lumo_ev": [-7.526, -8.465], "symbols": ["Re", "O", "C", "O", "C", "C", "C", "C", "C", "N", "C", "O", "O", "H", "H", "H", "H", "I", "C", "C", "C", "I", "C", "O", "C", "C", "N", "C", "C", "C", "C", "C", "C", "N", "C", "H", "H", "H", "H", "H", "H", "H", "H", "H", "H", "H"], "xyz": [[0.778, -0.794, 0.323], [0.202, -4.291, -2.113], [0.309, -3.379, -1.200], [1.034, -2.384, -1.284], [-0.468, -3.586, 0.038], [-1.240, -4.673, 0.366], [-1.773, -4.737, 1.656], [-1.448, -3.749, 2.574], [-0.662, -2.692, 2.153], [-0.230, -2.587, 0.900], [-0.099, -1.608, 3.023], [-0.318, -1.492, 4.182], [0.724, -0.821, 2.297], [0.790, -4.115, -2.873], [-1.396, -5.459, -0.361], [-2.400, -5.570, 1.945], [-1.764, -3.778, 3.609], [3.526, 5.560, -3.357], [2.774, 3.779, -2.602], [2.203, 2.845, -3.458], [1.732, 1.649, -2.945], [0.801, 0.250, -4.179], [1.847, 1.386, -1.591], [1.468, 0.183, -1.084], [2.360, 2.335, -0.725], [2.419, 2.028, 0.748], [1.164, 1.389, 1.230], [0.002, 2.284, 1.133], [-1.256, 1.591, 0.689], [-2.484, 2.229, 0.770], [-3.602, 1.611, 0.248], [-3.471, 0.366, -0.361], [-2.230, -0.220, -0.384], [-1.143, 0.381, 0.145], [2.830, 3.533, -1.237], [2.121, 3.050, -4.516], [2.598, 2.956, 1.295], [3.244, 1.348, 0.973], [1.290, 1.082, 2.190], [0.221, 3.051, 0.388], [-0.179, 2.796, 2.079], [-2.553, 3.203, 1.237], [-4.569, 2.094, 0.305], [-4.318, -0.138, -0.805], [-2.078, -1.186, -0.852], [3.247, 4.278, -0.570]], "forces_ev_per_a": [[0.4239, 1.0298, 0.0627], [0.1022, 0.0938, -0.0286], [-0.0247, -0.1873, -0.1876], [-0.0509, 0.3622, 0.4582], [0.0565, 0.0699, -0.1558], [-0.0653, -0.1308, 0.0276], [0.0222, 0.0465, 0.0230], [-0.0462, -0.0742, 0.0309], [0.0912, 0.1249, -0.0101], [-0.0622, -0.1461, 0.0022], [0.0452, 0.0115, -0.1363], [-0.0001, 0.0897, 0.1104], [-0.2809, -0.3161, 0.1246], [-0.0561, 0.0092, 0.0379], [-0.0272, -0.0075, 0.0312], [0.0298, -0.0092, 0.0024], [-0.0302, -0.0322, -0.0206], [-0.0180, 0.0024, -0.0185], [0.0205, 0.0928, -0.0547], [-0.0027, 0.0035, -0.0060], [-0.1862, -0.3133, -0.2643], [0.0569, 0.0822, -0.0070], [-0.2320, 0.0435, 0.1573], [0.2211, -0.4351, -0.3813], [0.1146, 0.0845, 0.2991], [0.1375, 0.0603, -0.1072], [0.1470, -0.6618, -0.3375], [-0.1084, 0.0969, 0.0103], [0.0123, -0.0149, -0.0254], [-0.0609, 0.0781, 0.0171], [-0.0420, -0.0104, -0.0189], [-0.0079, -0.0061, 0.0029], [0.0054, 0.1710, 0.0431], [-0.2844, -0.3417, -0.0262], [-0.0124, 0.0336, 0.1044], [0.0099, -0.0096, -0.0006], [-0.0215, -0.0243, 0.0881], [-0.0366, -0.0464, 0.0238], [0.0169, 0.1885, 0.0633], [0.0285, 0.0222, 0.0056], [0.0813, -0.0088, 0.0411], [0.0087, -0.0040, -0.0143], [0.0138, -0.0009, -0.0083], [0.0028, 0.0071, 0.0052], [0.0120, -0.0069, 0.0359], [-0.0035, -0.0165, 0.0008]]}